{
  "formula": "C62H163N13O18",
  "method": "the ωB97M-V functional and the def2-TZVPD basis",
  "symbols": ["C", "C", "C", "O", "C", "N", "H", "H", "H", "H", "H", "H", "H", "H", "H", "H", "H", "C", "C", "C", "O", "C", "N", "H", "H", "H", "H", "H", "H", "H", "H", "H", "H", "H", "C", "C", "C", "O", "C", "N", "H", "H", "H", "H", "H", "H", "H", "H", "H", "H", "H", "C", "C", "C", "O", "C", "N", "H", "H", "H", "H", "H", "H", "H", "H", "H", "H", "H", "C", "C", "C", "O", "C", "N", "H", "H", "H", "H", "H", "H", "H", "H", "H", "H", "H", "C", "C", "C", "O", "C", "N", "H", "H", "H", "H", "H", "H", "H", "H", "H", "H", "H", "C", "C", "C", "O", "C", "N", "H", "H", "H", "H", "H", "H", "H", "H", "H", "H", "H", "C", "C", "C", "O", "C", "N", "H", "H", "H", "H", "H", "H", "H", "H", "H", "H", "H", "C", "O", "C", "C", "N", "C", "C", "O", "C", "H", "H", "H", "H", "H", "H", "H", "H", "H", "H", "H", "H", "H", "H", "H", "C", "O", "C", "C", "N", "C", "C", "O", "C", "H", "H", "H", "H", "H", "H", "H", "H", "H", "H", "H", "H", "H", "H", "H", "C", "O", "C", "C", "N", "C", "C", "O", "C", "H", "H", "H", "H", "H", "H", "H", "H", "H", "H", "H", "H", "H", "H", "H", "C", "O", "C", "C", "N", "C", "C", "O", "C", "H", "H", "H", "H", "H", "H", "H", "H", "H", "H", "H", "H", "H", "H", "H", "C", "O", "C", "C", "N", "C", "C", "O", "C", "H", "H", "H", "H", "H", "H", "H", "H", "H", "H", "H", "H", "H", "H", "H"],
  "positions_angstrom": [[4.580, 4.298, 0.148], [5.316, 3.251, -0.757], [5.032, 1.794, -0.501], [5.218, 1.422, 0.938], [6.618, 1.658, 1.367], [5.056, 3.574, -2.180], [3.517, 4.056, 0.173], [4.634, 5.338, -0.176], [5.038, 4.371, 1.135], [6.387, 3.408, -0.625], [5.657, 1.174, -1.143], [4.051, 1.392, -0.753], [7.362, 1.147, 0.756], [6.780, 1.377, 2.407], [6.880, 2.715, 1.401], [4.062, 3.450, -2.316], [5.157, 4.561, -2.367], [3.813, 8.121, 1.006], [2.954, 9.000, 1.966], [2.143, 8.249, 3.057], [0.968, 7.711, 2.476], [0.115, 7.001, 3.420], [3.761, 10.041, 2.628], [4.385, 8.691, 0.274], [3.084, 7.635, 0.358], [4.407, 7.351, 1.498], [2.192, 9.508, 1.375], [1.970, 8.897, 3.917], [2.759, 7.443, 3.455], [-0.230, 7.694, 4.188], [0.757, 6.279, 3.923], [-0.726, 6.468, 2.977], [4.064, 10.722, 1.946], [3.198, 10.585, 3.265], [6.622, -1.089, 7.233], [7.211, -1.245, 5.845], [6.235, -0.804, 4.773], [5.268, -1.858, 4.613], [4.245, -1.439, 3.631], [8.437, -0.452, 5.733], [5.762, -1.751, 7.331], [6.245, -0.097, 7.485], [7.357, -1.433, 7.960], [7.395, -2.289, 5.594], [6.776, -0.662, 3.838], [5.828, 0.181, 5.003], [3.535, -0.815, 4.174], [3.714, -2.318, 3.267], [4.582, -0.845, 2.781], [9.044, -0.745, 6.485], [8.256, 0.517, 5.955], [-3.442, 3.206, -3.097], [-3.287, 4.709, -3.672], [-3.680, 5.804, -2.716], [-5.056, 5.785, -2.492], [-5.445, 6.432, -1.254], [-1.867, 4.789, -4.024], [-3.332, 2.450, -3.874], [-4.472, 3.108, -2.753], [-2.812, 2.942, -2.248], [-3.938, 4.828, -4.538], [-3.312, 6.812, -2.905], [-3.227, 5.461, -1.786], [-6.534, 6.483, -1.245], [-5.177, 7.486, -1.177], [-5.084, 5.919, -0.363], [-1.278, 4.762, -3.205], [-1.727, 5.676, -4.487], [6.860, -6.737, -1.036], [5.414, -6.581, -1.568], [4.572, -5.553, -0.826], [4.454, -5.767, 0.531], [3.979, -4.628, 1.223], [5.608, -6.312, -3.014], [7.383, -7.533, -1.568], [6.909, -6.894, 0.042], [7.384, -5.795, -1.200], [4.900, -7.530, -1.417], [3.598, -5.272, -1.225], [5.104, -4.618, -1.004], [3.941, -4.851, 2.289], [3.007, -4.323, 0.834], [4.736, -3.867, 1.033], [4.695, -6.048, -3.356], [5.854, -7.132, -3.550], [-7.080, 4.205, 1.723], [-6.859, 2.685, 1.395], [-6.461, 1.838, 2.669], [-5.377, 2.526, 3.197], [-4.806, 1.997, 4.408], [-8.122, 2.191, 0.822], [-7.681, 4.379, 2.616], [-7.580, 4.828, 0.982], [-6.089, 4.631, 1.881], [-6.049, 2.542, 0.679], [-6.361, 0.811, 2.315], [-7.320, 1.752, 3.334], [-4.230, 1.103, 4.168], [-5.561, 1.886, 5.186], [-4.085, 2.656, 4.891], [-8.193, 2.481, -0.143], [-9.000, 2.496, 1.218], [-2.009, -0.529, -4.130], [-1.187, -1.541, -3.284], [-0.863, -2.767, -4.191], [-1.970, -3.404, -4.850], [-1.795, -4.768, -5.294], [-0.028, -0.906, -2.804], [-2.171, 0.355, -3.512], [-3.015, -0.778, -4.467], [-1.528, -0.171, -5.040], [-1.815, -1.836, -2.443], [-0.401, -3.569, -3.615], [-0.081, -2.519, -4.909], [-2.516, -5.004, -6.076], [-1.866, -5.432, -4.433], [-0.805, -4.921, -5.724], [-0.223, -0.141, -2.174], [0.427, -1.520, -2.143], [-0.733, -4.163, -0.095], [-2.059, -4.595, 0.538], [-3.102, -3.525, 0.874], [-2.747, -2.433, 1.751], [-2.231, -2.802, 3.059], [-2.559, -5.557, -0.441], [-0.907, -3.629, -1.029], [-0.035, -4.979, -0.284], [-0.135, -3.483, 0.512], [-1.899, -5.138, 1.469], [-3.882, -4.040, 1.435], [-3.579, -3.202, -0.051], [-1.444, -3.554, 2.996], [-2.995, -3.361, 3.600], [-2.023, -1.983, 3.748], [-3.186, -6.179, 0.048], [-1.761, -6.070, -0.788], [1.364, -3.899, 3.968], [0.905, -2.524, 3.946], [0.878, -1.904, 5.199], [0.545, -0.443, 4.907], [0.389, 0.356, 6.130], [-0.135, 1.712, 5.827], [0.833, 2.650, 5.033], [0.708, 2.223, 3.693], [1.724, 2.756, 2.840], [1.293, -4.328, 2.969], [0.646, -4.419, 4.603], [2.399, -3.900, 4.308], [1.862, -1.999, 5.659], [0.179, -2.389, 5.881], [-0.350, -0.440, 4.285], [1.455, -0.131, 4.394], [1.254, 0.408, 6.649], [-0.158, 2.030, 6.869], [-1.150, 1.827, 5.447], [1.794, 2.500, 5.526], [0.644, 3.720, 5.117], [2.694, 2.411, 3.198], [1.698, 3.845, 2.796], [1.573, 2.260, 1.881], [-0.307, -8.297, -0.759], [-0.098, -7.249, -1.723], [1.188, -7.293, -2.330], [1.558, -6.073, -3.158], [2.824, -6.186, -3.927], [3.081, -5.056, -4.857], [3.217, -3.635, -4.164], [2.717, -2.671, -5.072], [3.007, -1.376, -4.733], [-0.262, -9.256, -1.276], [-1.252, -8.185, -0.227], [0.457, -8.201, 0.013], [1.339, -8.226, -2.872], [1.941, -7.389, -1.548], [1.599, -5.183, -2.530], [0.659, -5.919, -3.754], [2.708, -7.020, -4.485], [2.214, -5.125, -5.514], [3.973, -5.249, -5.453], [4.246, -3.458, -3.850], [2.687, -3.543, -3.216], [2.628, -0.652, -5.454], [4.079, -1.253, -4.585], [2.472, -1.212, -3.797], [-10.987, -4.857, -3.154], [-10.145, -5.185, -2.035], [-8.805, -5.616, -2.396], [-7.747, -5.076, -1.310], [-7.596, -3.627, -1.323], [-6.300, -3.220, -0.725], [-6.270, -1.763, -0.529], [-6.038, -1.140, -1.764], [-5.857, 0.290, -1.703], [-11.909, -4.399, -2.797], [-11.181, -5.792, -3.679], [-10.493, -4.199, -3.869], [-8.475, -5.208, -3.351], [-8.804, -6.704, -2.464], [-6.794, -5.586, -1.449], [-8.089, -5.405, -0.329], [-7.757, -3.175, -2.212], [-5.424, -3.518, -1.300], [-6.199, -3.748, 0.223], [-5.591, -1.428, 0.255], [-7.226, -1.433, -0.122], [-5.515, 0.656, -2.672], [-5.058, 0.514, -0.996], [-6.802, 0.797, -1.510], [-1.786, 3.767, 1.496], [-1.724, 2.652, 0.572], [-2.360, 1.516, 1.014], [-1.936, 0.417, 0.019], [-0.435, 0.326, -0.092], [0.164, -0.372, 1.096], [1.674, -0.688, 1.094], [1.875, -1.706, 0.118], [3.167, -1.794, -0.454], [-1.063, 3.516, 2.272], [-2.801, 3.851, 1.883], [-1.352, 4.647, 1.021], [-3.448, 1.584, 0.990], [-2.055, 1.216, 2.016], [-2.269, 0.566, -1.008], [-2.279, -0.568, 0.336], [-0.111, 1.277, 0.015], [-0.261, -1.361, 1.263], [-0.025, 0.062, 2.078], [1.873, -0.957, 2.131], [2.234, 0.222, 0.878], [3.167, -1.205, -1.371], [3.296, -2.841, -0.727], [3.990, -1.567, 0.224], [0.915, 3.185, -6.192], [1.636, 3.118, -4.970], [1.143, 2.062, -4.131], [1.968, 2.023, -2.865], [2.105, 3.339, -2.249], [1.074, 3.575, -1.245], [1.132, 5.084, -0.881], [0.146, 5.763, -1.720], [-0.125, 7.089, -1.251], [1.125, 2.309, -6.806], [1.052, 4.078, -6.802], [-0.169, 3.142, -6.084], [1.237, 1.099, -4.632], [0.062, 2.163, -4.041], [2.933, 1.640, -3.198], [1.622, 1.245, -2.185], [1.944, 3.925, -3.055], [1.347, 2.962, -0.387], [0.122, 3.309, -1.704], [2.100, 5.582, -0.841], [0.796, 5.159, 0.153], [0.753, 7.733, -1.218], [-0.492, 7.108, -0.225], [-0.838, 7.643, -1.862]],
  "gap_ev": 8.6,
  "e_homo_ev": -8.23,
  "total_charge": 0,
  "fmax_ev_per_a": 3.5,
  "energy_ev": -123148.449,
  "relative_energy_kcal_mol": 53.87
}

---

{
  "formula": "C5H8N2O5",
  "method": "the ωB97M-V functional and the def2-TZVPD basis",
  "symbols": ["C", "C", "C", "C", "C", "N", "N", "O", "O", "O", "O", "O", "H", "H", "H", "H", "H", "H", "H", "H"],
  "positions_angstrom": [[0.205, 0.416, 0.284], [2.043, -2.280, -1.438], [-2.150, 1.498, -0.254], [1.922, -0.898, -0.723], [-1.199, 0.643, 0.676], [-0.148, 2.223, 1.643], [-1.743, -0.238, 1.584], [0.967, 1.393, 0.270], [-0.553, 3.241, 1.367], [-0.933, -0.937, 2.165], [-2.956, -0.190, 1.881], [0.533, -0.703, -0.228], [1.337, -2.389, -2.220], [3.009, -2.486, -1.990], [1.825, -3.143, -0.753], [-3.086, 0.941, -0.319], [-1.463, 1.639, -1.048], [-2.305, 2.460, 0.238], [2.074, -0.094, -1.406], [2.619, -1.095, 0.271]],
  "gap_ev": [7.7, 8.1],
  "e_homo_ev": [-7.20, -10.46],
  "total_charge": 0,
  "s_squared": 2.008,
  "fmax_ev_per_a": 3.9,
  "energy_ev": -18523.287,
  "spin_multiplicity": 3,
  "relative_energy_kcal_mol": 41.21
}

---

{
  "formula": "C6H11N",
  "method": "the ωB97M-V functional and the def2-TZVPD basis",
  "symbols": ["C", "C", "C", "C", "C", "C", "N", "H", "H", "H", "H", "H", "H", "H", "H", "H", "H", "H"],
  "positions_angstrom": [[-0.097, 1.501, 2.505], [-0.764, 0.554, 1.481], [0.097, -0.599, 0.930], [-0.051, -0.626, -0.609], [-0.769, -1.654, -1.105], [1.016, 0.347, -2.485], [0.670, 0.358, -1.268], [0.831, 1.903, 2.077], [0.267, 0.947, 3.374], [-0.759, 2.226, 2.995], [-1.045, 1.202, 0.641], [-1.597, 0.160, 2.079], [-0.192, -1.619, 1.119], [1.131, -0.358, 1.222], [-0.999, -1.873, -2.145], [-1.252, -2.321, -0.402], [1.736, 1.087, -2.831], [0.479, -0.229, -3.253]],
  "gap_ev": 9.6,
  "e_homo_ev": -9.18,
  "total_charge": 0,
  "smiles": "C=NC(=C)CCC",
  "fmax_ev_per_a": 2.0,
  "energy_ev": -7888.319,
  "relative_energy_kcal_mol": 51.03
}